The following is a quantum chemistry calculation of 10 unconnected molecules or ions with the total composition C30H60O30 at a distorted geometry, from the Open Molecules 2025 dataset.

The frontier orbital gap comes out at 11.0 eV. The energy comes out at -93503.2040 eV. As for the spin multiplicity: 1. The HOMO energy comes out at -10.594 eV. As for the SMILES: COC(=O)OC.COC(=O)OC.COC(=O)OC.COC(=O)OC.COC(=O)OC.COC(=O)OC.COC(=O)OC.COC(=O)OC.COC(=O)OC.COC(=O)OC. As for the total charge: 0. The molar mass is 900.78 g mol⁻¹. The value obtained for the lowest unoccupied orbital energy is 0.412 eV. The maximum force comes out at 4.3 eV Å⁻¹.

Last column: Löwdin charge in e.
Cartesian coordinates (Å):
C  1.803274  -3.655822  11.072141  -0.03
O  1.611123  -4.756270  10.142497  -0.04
C  1.496630  -5.992255  10.692272  -0.61
O  1.234608  -6.162757  11.874560  0.11
O  1.651846  -6.966492  9.845434  0.02
C  1.854443  -6.713592  8.458614  -0.03
H  1.941120  -2.825681  10.379340  0.09
H  2.779618  -3.834535  11.522598  0.09
H  1.112572  -3.454075  11.890885  0.10
H  2.164563  -7.665597  8.027772  0.10
H  2.667386  -6.003049  8.309076  0.10
H  0.916274  -6.377500  8.017060  0.10
C  -5.767473  5.456249  -1.918007  -0.07
O  -6.851291  4.600647  -1.729316  0.02
C  -7.164462  4.321465  -0.464925  -0.55
O  -6.588115  4.620123  0.598045  0.08
O  -8.304460  3.591427  -0.524348  -0.03
C  -8.634370  2.720976  0.607082  -0.02
H  -6.134880  6.390230  -2.343187  0.10
H  -5.032758  5.125778  -2.652236  0.09
H  -5.182753  5.668250  -1.022872  0.09
H  -9.538055  2.165531  0.356212  0.09
H  -8.767979  3.430132  1.424002  0.09
H  -7.874726  1.983771  0.867023  0.09
C  -0.947926  -11.837539  0.067242  -0.06
O  -1.371436  -10.734353  0.852016  0.00
C  -1.687585  -9.552789  0.274109  -0.47
O  -1.767006  -9.295260  -0.934375  0.09
O  -2.022154  -8.576668  1.227855  -0.03
C  -2.690013  -7.390397  0.968898  -0.10
H  -0.019542  -11.728663  -0.493420  0.10
H  -1.696181  -12.407932  -0.483094  0.10
H  -0.682879  -12.626090  0.771541  0.09
H  -3.085917  -7.226371  -0.033327  0.09
H  -2.156695  -6.472023  1.214370  0.09
H  -3.595604  -7.336577  1.573142  0.09
C  -3.000959  3.793440  -16.422605  -0.03
O  -2.860746  4.062892  -14.996186  -0.01
C  -1.610935  4.002092  -14.420649  -0.55
O  -0.511536  3.698837  -14.957636  0.06
O  -1.708033  4.404162  -13.199092  0.03
C  -0.579532  4.367255  -12.361027  -0.04
H  -4.015969  3.433050  -16.589866  0.09
H  -2.252507  3.221099  -16.970626  0.09
H  -2.863383  4.757753  -16.911766  0.09
H  -0.685406  3.485686  -11.728790  0.10
H  -0.601373  5.099041  -11.553482  0.09
H  0.391160  4.370405  -12.856864  0.10
C  6.904624  -10.397413  0.211377  -0.05
O  6.815772  -9.073989  0.741574  -0.01
C  7.957907  -8.396890  1.073884  -0.56
O  9.086779  -8.869527  1.185346  0.10
O  7.642775  -7.137671  1.303095  0.00
C  8.607567  -6.106536  1.412324  -0.04
H  6.898951  -10.362683  -0.878051  0.09
H  5.983153  -10.928550  0.449907  0.09
H  7.763990  -11.017799  0.465764  0.09
H  9.001591  -6.145128  2.427878  0.10
H  8.110430  -5.148494  1.260308  0.09
H  9.371977  -6.123651  0.635474  0.10
C  -6.859561  0.921670  -7.385859  -0.05
O  -7.671611  1.532251  -8.360375  0.02
C  -7.276403  2.578569  -9.022448  -0.61
O  -6.171701  3.093502  -8.898931  0.10
O  -8.325835  2.994630  -9.737543  0.00
C  -8.295316  4.192862  -10.555016  -0.02
H  -6.073469  0.345412  -7.873776  0.10
H  -7.440269  0.213160  -6.795184  0.10
H  -6.306020  1.577801  -6.714156  0.10
H  -9.318690  4.539836  -10.697872  0.09
H  -7.714807  4.080404  -11.470687  0.10
H  -7.821496  5.000039  -9.996398  0.09
C  0.999869  1.678378  -2.091504  -0.04
O  0.866364  0.771728  -1.041035  0.00
C  1.525342  0.966559  0.074393  -0.62
O  2.098019  2.002013  0.425581  0.09
O  1.329883  -0.086307  0.833586  -0.01
C  2.006751  -0.204669  2.091289  -0.01
H  0.099678  1.611828  -2.702521  0.10
H  1.957368  1.441572  -2.555417  0.11
H  1.037715  2.675523  -1.652903  0.09
H  3.033314  -0.461697  1.830128  0.10
H  1.493663  -1.037242  2.572599  0.10
H  1.928700  0.746998  2.616965  0.10
C  -6.461521  -4.168441  7.939945  -0.06
O  -6.610970  -2.805902  7.624463  -0.02
C  -5.539245  -2.133101  7.106560  -0.61
O  -4.536974  -2.662761  6.726169  0.13
O  -5.818946  -0.848203  7.031965  0.02
C  -4.782433  0.001544  6.522962  -0.04
H  -6.431007  -4.790740  7.045557  0.09
H  -7.363823  -4.443933  8.485897  0.09
H  -5.563935  -4.308708  8.542256  0.10
H  -3.821212  -0.136912  7.017920  0.10
H  -5.168388  1.020923  6.519685  0.10
H  -4.570973  -0.150076  5.464473  0.09
C  2.228363  6.594145  11.938011  -0.04
O  3.478031  5.979916  11.676317  0.03
C  3.625957  5.064044  10.776605  -0.60
O  2.772449  4.671778  10.008599  0.12
O  4.902516  4.638117  10.884320  0.01
C  5.352444  3.707919  9.997372  -0.10
H  1.671080  5.998694  12.661187  0.10
H  1.561854  6.752253  11.090147  0.10
H  2.319772  7.538375  12.474819  0.09
H  5.588688  2.767918  10.496053  0.10
H  6.247596  4.046999  9.475987  0.10
H  4.619809  3.447783  9.233378  0.09
C  6.780148  7.855305  -4.528090  -0.01
O  8.015449  7.666285  -5.317924  0.02
C  8.789366  8.704497  -5.516846  -0.60
O  8.474479  9.862217  -5.225828  0.09
O  9.962495  8.242970  -5.988017  -0.01
C  10.936317  9.193586  -6.380208  -0.05
H  5.888297  7.846988  -5.154688  0.09
H  6.756101  8.828138  -4.037057  0.09
H  6.543640  7.118338  -3.760602  0.09
H  10.434379  9.944950  -6.989798  0.10
H  11.678863  8.650928  -6.965229  0.09
H  11.424346  9.659673  -5.524242  0.10

Forces on atoms 1 to 6 (eV/Å):
C 1.51 -0.14 -0.70
O -0.42 -0.38 0.43
C -0.88 1.46 2.54
O 0.61 0.03 -1.63
O 0.10 -0.93 -0.34
C 0.27 -0.06 -0.24

The following is a quantum chemistry calculation of a molecular structure, C3H2FFeLiO2 at a distorted geometry, from the Open Molecules 2025 dataset.

The frontier orbital gap (spin up / spin down) comes out at 6.1 / 4.8 eV. The energy comes out at -44525.7384 eV. As for the spin multiplicity: 5. As for the expectation value of S²: 6.0115. The HOMO energy (spin up / spin down) comes out at -17.219 / -17.186 eV. As for the total charge: +2. The molar mass is 151.83 g mol⁻¹. The value obtained for the lowest unoccupied orbital energy (spin up / spin down) is -11.095 / -12.341 eV. The maximum force comes out at 4.0 eV Å⁻¹.

Last column: Löwdin charge in e.
Cartesian coordinates (Å):
C  -2.221210  -0.671479  -1.203654  0.16
C  -1.322308  -0.010544  -0.481450  -0.45
H  -1.925317  -1.520832  -1.816016  0.09
H  -3.277213  -0.423093  -1.121148  0.11
F  -1.745495  0.880280  0.406455  0.15
O  0.893799  1.077803  0.761254  0.14
C  1.081490  0.446866  -0.238477  -0.35
O  -0.039976  -0.456381  -0.451034  -0.15
Fe  2.932940  -0.201860  -0.851250  1.41
Li  -0.250845  -2.255234  0.586773  0.89

Forces on atoms 1 to 6 (eV/Å):
C 0.18 -0.30 0.01
C -3.20 -0.60 -0.11
H -0.05 0.45 -0.21
H 0.30 -0.02 0.00
F 1.29 0.13 -0.26
O 2.18 0.56 -1.81